No. 1
Below is C50H60BrGeI2P2PbSe2 as an isolated structure in a non-equilibrium geometry, with properties calculated with the ωB97M-V functional and the def2-TZVPD basis.

Geometry as XYZ:
```
119
Properties=species:S:1:pos:R:3:forces:R:3
Pb 1.79561 -0.04918 1.05035 0.18 0.36 -0.09
I -4.42469 -2.89067 0.92593 0.32 0.28 0.34
C -5.38225 -4.01967 -0.43098 0.43 -0.77 1.13
I 1.41395 -3.47908 0.79917 -0.11 -0.19 0.28
H -5.36365 -5.08089 -0.29628 0.01 -0.18 -0.04
H -5.75742 -3.52652 -1.25790 -0.67 0.72 -1.39
Se 2.89742 2.07144 2.85808 -0.26 0.13 -0.94
P 1.93292 3.51200 1.41228 0.46 -1.45 -1.00
Se 1.01047 2.51091 -0.34971 -0.19 1.24 0.79
C 0.80743 4.43664 2.51225 0.54 -0.04 0.49
C 1.29936 4.86001 3.76904 0.69 -0.37 -0.79
C 0.46781 5.36044 4.75621 -0.13 -0.21 -1.78
C -0.87646 5.51484 4.38915 0.90 -1.15 -0.38
C -1.38430 5.02175 3.18816 -0.02 0.72 0.29
C -0.53940 4.47129 2.23484 -0.37 0.16 -1.53
C 3.15927 4.60663 0.56263 -0.60 -0.77 -0.09
C 2.99276 5.96364 0.66239 -0.03 1.85 -0.52
C 3.83135 6.77716 -0.13363 -0.18 -0.27 0.28
C 4.80198 6.22618 -0.96663 -0.43 -0.03 0.53
C 5.01817 4.86855 -1.02932 -2.22 -1.46 1.48
C 4.08060 4.04219 -0.34468 0.55 -0.20 0.49
H 2.38276 4.74729 3.88547 -0.43 0.07 0.44
H 0.88848 5.61737 5.70578 -0.13 0.32 0.40
H -1.52242 5.94955 5.07974 -1.19 0.66 1.04
H -2.43820 5.16715 2.98679 0.00 -0.15 -0.06
H -0.86854 4.16805 1.19550 0.15 0.14 1.49
H 2.12074 6.43717 1.19292 1.24 -0.63 -0.21
H 3.76559 7.85357 -0.07462 -0.30 0.10 -0.13
H 5.34422 6.81527 -1.65901 0.67 0.93 -0.17
H 5.84291 4.43130 -1.54165 0.21 -0.22 -0.70
H 3.99160 2.94031 -0.46930 0.65 0.81 0.03
Br 3.87318 -0.43821 -0.74962 -0.22 0.01 0.33
C -3.16385 -3.69050 -4.68782 0.34 -0.25 0.75
C -2.85258 -3.45481 -6.18424 -0.39 -0.22 1.28
C -2.80417 -1.93454 -6.45048 0.71 0.98 -0.11
C -3.30896 -0.95608 -5.31285 0.54 -1.00 0.53
C -4.63471 -1.55766 -4.69890 0.97 0.66 0.04
C -4.49359 -3.05723 -4.23317 0.78 0.41 -0.10
P -2.11611 -0.64142 -3.87179 0.12 0.03 -0.14
C -0.35003 -0.29506 -4.52343 -1.92 0.36 -0.54
C -0.29489 0.90659 -5.51285 -0.83 1.40 2.41
C 0.75542 0.81295 -6.56017 0.63 -0.78 -1.42
C 2.07958 0.15706 -6.09894 0.91 0.96 1.18
C 1.88623 -1.08316 -5.15176 0.00 0.25 -0.56
C 0.40864 -1.48134 -5.08863 0.33 -0.29 -0.04
C -2.70282 1.09091 -3.23096 1.73 0.23 0.65
C -3.60731 2.09887 -3.96975 -0.61 -1.26 -1.13
C -3.73752 3.32643 -3.06676 -0.05 1.65 -0.16
C -4.43826 2.99914 -1.70234 1.70 -0.04 1.02
C -4.64642 1.47582 -1.51117 0.53 -0.03 1.07
C -3.33614 0.76554 -1.82455 1.00 -0.59 -0.07
H -2.33648 -3.29787 -4.04789 -0.49 0.15 -0.67
H -3.08482 -4.76848 -4.42794 -0.61 0.40 -0.35
H -3.57031 -4.01920 -6.83886 0.48 0.69 0.55
H -1.88449 -3.93772 -6.27329 0.30 0.17 -0.68
H -3.35195 -1.68985 -7.33845 -0.95 0.00 -0.49
H -1.80746 -1.61643 -6.80557 -0.11 -0.23 0.59
H -3.45199 0.05833 -5.70613 -0.42 -0.42 -0.38
H -5.36208 -1.42291 -5.50854 -0.19 -0.45 0.20
H -4.98585 -0.91772 -3.87783 0.11 -0.13 -0.07
H -5.26924 -3.55097 -4.75765 -0.96 -0.87 -0.47
H -4.66401 -3.28527 -3.15873 0.21 0.71 -0.56
H 0.04189 -0.03490 -3.54344 0.63 0.17 0.03
H -0.06378 1.82127 -4.87420 -0.36 -0.89 -0.70
H -1.32728 1.10153 -5.90769 0.99 -0.17 -0.08
H 0.91861 1.81924 -6.97286 0.20 -0.36 -0.05
H 0.37720 0.19029 -7.37889 -0.07 0.15 -0.15
H 2.64102 0.97101 -5.52408 -0.46 -1.14 -0.68
H 2.73727 -0.14123 -6.93759 -0.52 0.38 0.17
H 2.16488 -0.78977 -4.14835 0.24 -0.03 0.32
H 2.54607 -1.93447 -5.42941 -0.45 0.54 -0.02
H 0.30594 -2.37656 -4.46587 -0.18 0.08 -0.08
H 0.05203 -1.70953 -6.10376 0.03 -0.15 0.33
H -1.69583 1.66177 -3.05304 -1.61 -0.98 -0.25
H -4.64616 1.62102 -4.15474 1.46 0.79 0.33
H -3.21864 2.31133 -5.01226 -0.27 0.11 1.21
H -4.29479 4.15014 -3.60810 0.33 -0.92 0.54
H -2.73321 3.81291 -2.85164 -0.91 -0.90 -0.38
H -5.27974 3.61692 -1.53047 -1.54 0.23 -0.40
H -3.81289 3.42253 -0.84817 -0.13 -0.97 -0.98
H -5.45709 1.05766 -2.12777 0.16 0.32 0.17
H -4.81723 1.13414 -0.44604 -0.40 0.88 -1.01
H -3.50904 -0.32537 -1.79352 -0.01 0.41 0.19
H -2.56520 0.95534 -1.02148 -0.82 -0.03 -0.70
C 1.85918 -2.11262 2.24780 0.24 -0.17 -0.14
Ge 1.94797 -2.53009 4.11826 1.15 -0.42 1.22
C 3.87857 -2.20619 4.58673 0.76 -2.29 -0.10
C 4.37657 -1.18816 5.35334 0.28 2.13 0.11
C 5.73161 -1.07935 5.75222 -1.42 -0.81 -0.03
C 6.48203 -2.24839 5.76931 0.37 0.43 0.49
C 6.03618 -3.36225 5.07722 -0.92 -0.80 -2.61
C 4.80122 -3.27432 4.33378 0.39 0.65 1.55
C 1.52240 -4.34770 4.73081 -0.97 0.49 -0.46
C 0.38666 -4.93726 4.16018 0.06 -0.88 1.20
C -0.09209 -6.17604 4.64777 -0.53 0.27 -2.34
C 0.54895 -6.80658 5.66928 0.81 -0.49 1.10
C 1.66956 -6.21523 6.25920 0.66 0.15 0.88
C 2.12444 -4.93786 5.82520 0.72 -1.57 0.57
C 1.00116 -1.35018 5.35335 -0.43 -0.64 -0.07
C -0.08371 -0.65972 4.84110 -0.22 1.32 0.12
C -0.57300 0.46840 5.51455 1.00 -0.92 1.26
C -0.11490 0.77915 6.81150 -0.85 0.54 -2.20
C 0.85493 -0.01358 7.32743 1.10 -0.42 2.50
C 1.38266 -1.11610 6.67718 0.57 -0.58 -0.13
H 3.70858 -0.35467 5.62068 0.39 -0.20 -0.30
H 6.09030 -0.10310 6.04131 0.14 -0.16 0.62
H 7.37732 -2.30729 6.39494 0.07 0.14 -0.64
H 6.73802 -4.21898 4.84347 -1.04 0.93 0.72
H 4.44919 -4.05089 3.67144 0.38 -0.39 -0.01
H -0.16218 -4.38355 3.42747 -0.20 -0.10 -0.64
H -0.83304 -6.77290 4.05692 0.25 1.01 0.78
H 0.18348 -7.77674 6.03131 0.30 0.39 -0.22
H 2.19291 -6.80771 7.07286 -0.59 1.10 -0.97
H 3.02233 -4.46732 6.27480 -0.66 -0.45 -0.21
H -0.52699 -0.96853 3.89672 0.25 0.37 -0.13
H -1.18515 1.16973 5.04610 -1.42 0.66 -0.80
H -0.50185 1.66538 7.31465 0.26 -0.25 -0.05
H 1.24741 0.26174 8.32380 -0.25 -0.46 -0.44
H 2.06022 -1.82632 7.21883 -0.32 1.03 -0.73
```
Forces are in eV/Å.

* frontier orbital gap (spin up / spin down): 2.01 / 1.92 eV
* largest force on an atom: 3.0 eV/Å
* energy: -12865.80158 Eh
* total charge: -1
* E_HOMO (spin up / spin down): -2.64 / -2.56 eV

No. 2
Below is C50H62CoGeN4OS as an isolated structure in a non-equilibrium geometry, with properties calculated with the ωB97M-V functional and the def2-TZVPD basis.

Geometry as XYZ:
```
120
Properties=species:S:1:pos:R:3:forces:R:3
Co -1.38801 0.66180 -0.58556 -1.40 0.07 -0.41
C -0.33868 6.13212 2.28332 -0.19 0.08 0.03
C -1.67142 5.81967 1.59388 0.22 -0.02 -0.01
C -1.49448 4.74466 0.56823 0.18 0.84 -1.06
C -1.13344 4.89218 -0.75380 -0.20 0.63 1.24
C -0.91055 6.16222 -1.50758 -0.16 -0.10 -0.01
C -2.10974 6.49873 -2.39900 0.20 0.10 0.04
C -1.05447 3.58080 -1.30125 0.08 -0.82 -0.25
N -1.37858 2.63521 -0.36023 0.36 -0.14 0.14
C -1.60457 3.34515 0.79614 0.01 -0.94 -0.11
C -1.80787 2.77954 2.04676 0.09 -0.31 -0.52
C -1.88967 1.42043 2.29103 0.00 0.07 -0.70
C -2.06866 0.85937 3.59126 -0.26 -1.10 0.55
C -2.07011 1.62168 4.87289 0.10 -0.04 -0.05
C -0.64658 2.00445 5.28312 -0.18 0.05 0.08
C -2.17318 -0.49836 3.42067 -0.16 0.94 0.76
C -2.03413 -0.73538 2.02033 0.06 0.11 -0.70
C -2.10558 -1.98801 1.44425 0.01 0.45 -0.47
C -1.99968 -2.21968 0.08079 0.18 0.88 0.18
N -1.67023 -1.27152 -0.86047 0.22 -0.04 0.08
C -1.62851 -1.95628 -2.05156 0.21 0.81 0.08
C -1.26347 -1.41949 -3.27571 -0.04 0.35 0.50
C -0.94319 -0.09051 -3.48687 -0.19 -0.08 0.78
N -0.99255 0.88809 -2.52460 0.20 -0.01 0.22
C -0.64929 2.04868 -3.17685 -0.29 -0.13 0.71
C -0.66008 3.31008 -2.60614 -0.24 -0.38 0.42
C -0.37015 1.79434 -4.55307 -0.05 -0.94 -0.81
C -0.55398 0.44511 -4.74857 0.42 1.07 -0.39
C -0.41537 -0.31869 -6.02735 -0.23 0.12 -0.01
C -1.72000 -0.32594 -6.82863 0.14 -0.07 -0.05
C 0.05597 2.79620 -5.57640 0.19 -0.08 0.03
C 1.57346 2.76798 -5.78096 -0.13 0.11 -0.07
C -1.97411 -3.32294 -1.86767 -0.20 -0.83 1.03
C -2.21263 -3.48883 -0.52309 -0.08 -0.55 -1.26
C -2.64844 -4.74469 0.15970 0.20 -0.04 -0.03
C -1.47519 -5.69739 0.40193 -0.22 -0.01 0.04
C -2.08453 -4.34352 -2.94942 -0.15 0.14 0.01
C -3.33215 -4.12503 -3.80801 0.16 -0.15 -0.02
N -1.86365 0.44014 1.33148 0.45 -0.02 -0.09
C -2.41245 -1.54022 4.46497 0.17 0.03 0.03
C -1.12306 -2.24581 4.89204 -0.22 -0.01 0.02
H -0.44697 6.93295 3.01451 0.02 0.07 0.09
H 0.40307 6.43379 1.54616 0.09 0.01 -0.04
H 0.03418 5.24603 2.79338 0.08 -0.07 0.04
H -2.05541 6.72677 1.11690 -0.03 -0.05 0.05
H -2.40353 5.51445 2.34756 -0.02 0.05 -0.11
H -0.01153 6.06642 -2.12313 0.03 0.10 0.01
H -0.74020 6.98001 -0.80268 0.07 0.00 -0.04
H -2.29824 5.68852 -3.09990 -0.06 -0.04 -0.06
H -1.93040 7.41483 -2.96059 -0.04 0.09 -0.09
H -3.00178 6.63363 -1.79036 -0.10 -0.01 0.02
H -1.87178 3.44730 2.88949 -0.08 0.11 0.17
H -2.51517 1.00836 5.65941 -0.07 0.05 0.01
H -2.68137 2.52209 4.77424 -0.04 0.02 0.06
H -0.03756 1.10910 5.38121 0.12 -0.07 0.01
H -0.64179 2.53907 6.23216 0.05 0.07 0.10
H -0.19493 2.63730 4.52371 0.12 0.06 -0.07
H -2.27374 -2.83435 2.08986 -0.09 -0.12 0.11
H -1.23439 -2.07990 -4.12572 0.03 -0.16 -0.14
H -0.37090 4.14111 -3.22983 -0.01 0.14 -0.04
H -0.12107 -1.35005 -5.82043 0.12 0.04 -0.02
H 0.36855 0.13455 -6.63958 0.05 -0.10 0.02
H -2.52412 -0.77324 -6.24604 -0.07 0.03 0.03
H -1.60565 -0.89329 -7.75296 -0.04 -0.04 -0.08
H -2.00385 0.69273 -7.08771 -0.11 0.05 0.01
H -0.24345 3.79974 -5.27049 -0.07 0.01 -0.06
H -0.44279 2.58768 -6.52771 0.00 0.06 0.01
H 2.08435 2.93231 -4.83450 0.06 0.02 0.08
H 1.88870 3.53849 -6.48348 0.08 0.07 -0.08
H 1.88548 1.80078 -6.16941 0.08 -0.08 0.00
H -3.40022 -5.24246 -0.46125 -0.02 -0.03 0.11
H -3.12297 -4.51111 1.11496 -0.07 -0.01 -0.07
H -1.06410 -6.04522 -0.54371 0.09 -0.02 -0.05
H -1.79241 -6.56170 0.98348 0.03 -0.15 0.05
H -0.68530 -5.18634 0.94676 0.11 0.03 0.07
H -2.12786 -5.33739 -2.49975 0.08 -0.05 -0.08
H -1.19190 -4.30182 -3.57956 0.02 -0.11 -0.03
H -4.22551 -4.23666 -3.19687 -0.12 0.02 0.01
H -3.36792 -4.84852 -4.62120 -0.10 -0.07 -0.11
H -3.33500 -3.12449 -4.23405 -0.05 0.07 -0.02
H -3.12208 -2.28382 4.08921 -0.03 0.05 0.05
H -2.86795 -1.07113 5.34286 -0.06 -0.07 -0.07
H -0.66132 -2.73748 4.03953 0.11 -0.03 -0.04
H -1.32743 -2.99539 5.65696 0.04 -0.07 0.07
H -0.41540 -1.52276 5.29300 0.12 0.03 0.01
C 5.61967 -6.34185 2.12161 0.55 0.23 -0.15
C 5.39397 -5.77497 3.48766 0.30 0.62 0.65
O 6.11642 -5.01751 4.09186 -0.55 -0.88 -0.83
S 3.78397 -6.31107 4.18714 -0.22 0.07 0.28
C 2.97435 -4.76425 3.79523 0.12 -0.23 0.05
C 1.99833 -4.74260 2.80400 0.09 -0.10 0.13
C 1.49040 -3.53407 2.37913 -0.04 0.07 0.01
C 1.96181 -2.33525 2.92462 0.20 -0.43 0.03
C 2.88993 -2.37853 3.96772 -0.08 0.01 -0.02
C 3.39290 -3.58759 4.40305 -0.05 -0.12 0.06
C 1.59057 -1.12517 2.30384 -0.25 0.62 -0.23
C 1.35469 -0.17713 1.59709 0.29 -0.21 0.27
H 6.56173 -5.97392 1.71750 0.03 -0.04 -0.03
H 4.79875 -6.05209 1.46431 -0.05 -0.01 0.10
H 5.63315 -7.43012 2.17688 -0.06 -0.03 0.02
H 1.66766 -5.67136 2.35839 0.01 -0.02 -0.05
H 0.75746 -3.48274 1.58604 -0.05 0.00 -0.06
H 3.23961 -1.45564 4.40520 0.02 0.10 0.01
H 4.14542 -3.63236 5.17803 0.00 0.04 0.01
C 2.99466 2.67543 -1.54548 0.01 -0.45 0.41
Ge 3.04975 1.38883 -0.02599 -0.06 0.04 0.19
C 3.96039 2.31571 1.47975 -0.12 -0.26 -0.44
C 4.01081 -0.29622 -0.47938 -0.28 0.53 0.09
C 1.23173 0.92525 0.69367 0.56 0.26 -0.64
H 4.01133 2.88104 -1.87306 0.15 0.01 -0.02
H 2.54238 3.60955 -1.22422 -0.11 0.09 0.09
H 2.42897 2.29789 -2.39092 -0.15 -0.13 -0.07
H 5.00586 2.51341 1.26446 0.19 0.01 -0.06
H 3.90021 1.71444 2.38115 -0.03 -0.13 0.14
H 3.46845 3.26622 1.66522 -0.12 0.13 0.02
H 5.03408 -0.09872 -0.78689 0.14 0.09 -0.01
H 3.51338 -0.83360 -1.28161 -0.15 -0.01 -0.10
H 4.02559 -0.93372 0.40029 -0.01 -0.07 0.12
H 0.55532 0.64899 -0.14745 0.26 0.21 0.32
H 0.83303 1.80644 1.19666 -0.14 0.06 -0.11
```
Forces are in eV/Å.

* frontier orbital gap (spin up / spin down): 5.60 / 5.61 eV
* largest force on an atom: 1.5 eV/Å
* energy: -6094.69443 Eh
* total charge: -1
* E_HOMO (spin up / spin down): -3.45 / -3.47 eV